DFT (the ωB97M-V functional and the def2-TZVPD basis) results for a molecular structure, C18H47Ag2N4O6 at a distorted geometry.

Summary:
Frontier orbital gap (spin up / spin down) ... 0.2758 / 0.1180 hartree
Spin multiplicity ... 4
Charge ... +4
LUMO (spin up / spin down) ... -11.2 / -15.4 eV
DFT total energy ... -1676.5909 hartree

Last column: Löwdin charge in e.
CARTESIAN COORDINATES (ANGSTROEM)
Ag  2.10  -5.41  -0.27  0.8878
Ag  -0.83  -4.83  -2.78  0.8145
C  0.55  -1.08  -0.82  0.0045
C  0.69  -2.59  -0.63  -0.7529
O  -0.21  -3.37  -1.02  -0.1295
O  1.72  -3.06  -0.19  -0.0777
H  0.36  -0.86  -1.87  0.0786
H  1.48  -0.59  -0.51  0.0646
H  -0.25  -0.82  -0.14  0.0792
C  0.30  2.58  -0.75  -0.0063
C  0.19  3.85  -1.64  -0.3804
C  1.27  3.98  -2.70  -0.1019
O  1.14  5.27  -3.36  -0.0449
C  2.36  5.68  -3.95  -0.0079
N  -1.09  3.95  -2.25  0.2212
H  0.31  1.70  -1.40  0.0687
H  -0.58  2.63  -0.10  0.0898
H  1.24  2.61  -0.19  0.0604
H  0.36  4.69  -0.96  0.1676
H  1.28  3.19  -3.45  0.1620
H  2.20  4.02  -2.13  0.1391
H  2.57  5.00  -4.77  0.1271
H  3.21  5.79  -3.27  0.1278
H  2.23  6.69  -4.33  0.1227
H  -1.08  3.19  -2.91  0.1238
H  -1.01  4.77  -2.83  0.1207
C  4.74  -1.08  0.83  -0.0361
C  3.97  -0.74  2.10  -0.2864
C  3.21  0.63  1.97  -0.1658
O  4.04  1.77  1.79  -0.1301
C  3.36  3.01  1.80  -0.0782
N  3.05  -1.88  2.25  0.2854
H  4.11  -1.34  -0.02  0.0733
H  5.30  -2.01  0.96  0.0968
H  5.39  -0.28  0.48  0.1022
H  4.69  -0.53  2.89  0.1725
H  2.63  0.68  2.90  0.1245
H  2.53  0.57  1.12  0.1040
H  4.08  3.75  2.14  0.1113
H  2.58  3.09  2.55  0.0883
H  2.96  3.37  0.86  0.0673
H  2.53  -1.97  1.39  0.0675
H  2.27  -1.60  2.82  0.0405
C  -2.40  -1.38  -2.72  -0.0224
C  -3.31  -2.47  -2.18  -0.4201
C  -4.82  -2.27  -2.23  -0.0569
O  -5.58  -3.49  -2.08  0.0744
C  -6.97  -3.41  -2.30  0.0797
N  -3.02  -3.70  -2.87  0.0271
H  -2.42  -0.45  -2.16  0.0934
H  -2.74  -1.14  -3.73  0.0999
H  -1.38  -1.75  -2.76  0.0569
H  -3.13  -2.76  -1.14  0.1484
H  -5.17  -1.78  -3.14  0.1717
H  -5.09  -1.64  -1.38  0.1834
H  -7.36  -2.81  -1.48  0.1660
H  -7.46  -4.39  -2.32  0.1425
H  -7.22  -2.91  -3.24  0.1506
H  -3.94  -4.10  -2.77  0.0710
H  -3.11  -3.44  -3.85  0.1004
C  -1.24  -1.84  4.89  -0.0158
C  -0.34  -1.68  3.69  -0.4357
C  -0.65  -0.45  2.92  -0.2254
O  -0.46  0.74  3.67  -0.1528
C  -0.31  1.90  2.89  -0.0849
N  1.04  -1.63  4.05  0.0903
H  -1.21  -2.88  5.22  0.0980
H  -2.26  -1.48  4.76  0.0982
H  -0.89  -1.10  5.61  0.0967
H  -0.51  -2.50  2.99  0.1457
H  -1.68  -0.47  2.57  0.1370
H  -0.04  -0.49  2.02  0.0895
H  -1.20  2.21  2.34  0.0894
H  0.49  1.70  2.18  0.0480
H  -0.07  2.73  3.57  0.1111
H  1.36  -2.36  4.67  0.1321
H  1.12  -0.89  4.74  0.1173

=====

DFT (the ωB97M-V functional and the def2-TZVPD basis) results for 4 unconnected molecules or ions with the total composition C18H47N3O7 at a distorted geometry.

Summary:
Frontier orbital gap ... 0.3250 hartree
Spin multiplicity ... 1
SMILES ... COCCNCCOC.COCCNCCOC.COCCNCCOC.O
LUMO ... 0.8 eV
DFT total energy ... -1404.7140 hartree

Last column: Löwdin charge in e.
CARTESIAN COORDINATES (ANGSTROEM)
C  12.65  -10.57  -20.91  -0.1399
O  11.75  -11.50  -21.42  -0.2175
C  11.41  -12.55  -20.49  -0.1302
C  10.20  -13.35  -21.25  -0.1175
N  10.07  -14.64  -20.56  -0.1111
C  8.68  -15.17  -20.42  -0.1527
C  8.26  -16.01  -21.66  -0.2160
O  9.14  -17.12  -21.88  -0.1793
C  8.59  -17.88  -23.01  -0.0774
H  12.76  -9.61  -21.41  0.0851
H  13.65  -11.01  -20.85  0.0806
H  12.38  -10.29  -19.89  0.0797
H  11.01  -12.16  -19.56  0.0998
H  12.37  -13.04  -20.37  0.1060
H  10.41  -13.47  -22.31  0.1107
H  9.23  -12.86  -21.16  0.1079
H  10.53  -15.41  -21.02  0.0871
H  8.11  -14.28  -20.16  0.1093
H  8.58  -15.77  -19.51  0.1139
H  8.31  -15.41  -22.57  0.1174
H  7.22  -16.25  -21.45  0.1163
H  9.17  -18.80  -23.11  0.0616
H  8.63  -17.37  -23.97  0.0889
H  7.55  -18.19  -22.87  0.0847
C  8.50  -11.67  -17.85  -0.0831
O  9.55  -12.52  -17.26  -0.2052
C  10.04  -12.06  -16.04  -0.2207
C  11.10  -13.11  -15.58  -0.2047
N  10.61  -14.48  -15.47  -0.0528
C  11.64  -15.56  -15.16  -0.1667
C  12.12  -15.49  -13.67  -0.1626
O  11.11  -15.98  -12.71  -0.2078
C  11.48  -16.09  -11.36  -0.1436
H  8.69  -11.07  -18.74  0.0758
H  8.03  -10.96  -17.17  0.0762
H  7.62  -12.27  -18.06  0.0757
H  9.25  -11.91  -15.31  0.1205
H  10.55  -11.12  -16.26  0.1175
H  11.44  -12.81  -14.59  0.1006
H  11.98  -13.08  -16.23  0.1114
H  10.22  -14.72  -16.37  0.0683
H  12.47  -15.48  -15.86  0.1001
H  11.20  -16.54  -15.35  0.1121
H  12.37  -14.44  -13.50  0.0990
H  12.97  -16.14  -13.48  0.1119
H  12.21  -16.84  -11.05  0.0781
H  10.53  -16.23  -10.85  0.0865
H  11.88  -15.14  -11.01  0.0767
C  11.09  -19.31  -25.30  -0.0984
O  11.87  -18.11  -25.03  -0.1735
C  12.88  -18.48  -24.03  -0.2406
C  13.92  -17.40  -23.80  -0.1892
N  14.82  -17.73  -22.65  -0.0661
C  14.28  -18.22  -21.36  -0.1908
C  13.29  -17.29  -20.63  -0.2030
O  13.86  -16.12  -20.02  -0.2062
C  14.50  -15.16  -20.95  -0.0689
H  10.47  -19.00  -26.13  0.0839
H  10.36  -19.56  -24.52  0.0549
H  11.66  -20.18  -25.63  0.0856
H  13.47  -19.38  -24.17  0.1260
H  12.34  -18.49  -23.08  0.1027
H  13.30  -16.53  -23.58  0.1052
H  14.32  -17.26  -24.80  0.1227
H  15.68  -18.22  -22.85  0.1040
H  15.17  -18.49  -20.79  0.1223
H  13.78  -19.18  -21.47  0.1007
H  12.76  -17.79  -19.82  0.1157
H  12.46  -16.97  -21.27  0.1056
H  14.95  -14.43  -20.29  0.0819
H  13.86  -14.62  -21.65  0.0755
H  15.29  -15.69  -21.49  0.0688
O  11.16  -15.79  -18.47  -0.0522
H  10.99  -15.41  -19.33  -0.0390
H  11.89  -16.39  -18.61  0.0023